(a)
An isolated molecule of C2HNOS, computed with wB97M-V/def2-TZVPD.

Last column: Löwdin charge in e.
CARTESIAN COORDINATES (ANGSTROEM)
N1 1.6235 -1.2978 -0.0133  0.212
C1 0.7582 -0.5680 -0.1852  -0.266
C2 -0.5201 -0.0271 -0.0444  -0.934
O1 -0.4331 1.2864 -0.1133  -0.005
S1 -1.8836 -0.9403 -0.0522  0.792
H1 0.4552 1.5468 0.4085  0.201

As for the molar mass: 87.1 g mol⁻¹. As for the charge: 0. Its spin multiplicity is 1. For the HOMO energy, the calculation gives -9.830 eV. Its SMILES is N#CC(O)=S. Its orbital gap is 0.314 hartree.

(b)
An isolated molecule of C2HNOS, computed with wB97M-V/def2-TZVPD.

Last column: Löwdin charge in e.
CARTESIAN COORDINATES (ANGSTROEM)
N1 2.1901 -1.0183 -0.1547  0.150
C1 1.2548 -0.4315 0.2619  -0.242
C2 0.0216 0.5079 -0.0191  -0.776
O1 0.1891 1.6578 -0.0435  0.112
S1 -1.2411 -0.8161 -0.0198  0.787
H1 -2.4143 0.1002 -0.0249  -0.030

As for the molar mass: 87.1 g mol⁻¹. As for the charge: 0. Its spin multiplicity is 1. For the HOMO energy, the calculation gives -11.115 eV. Its SMILES is N#CC(=O)S. Its orbital gap is 0.391 hartree.

(c)
A cluster of 2 separate species, C2HNOS in total, computed with wB97M-V/def2-TZVPD.

Last column: Löwdin charge in e.
CARTESIAN COORDINATES (ANGSTROEM)
C1 0.7442 1.4031 0.6955  -0.501
C2 -0.8650 -0.8489 -0.3425  -0.481
N1 -0.3344 -0.9122 0.7035  0.157
O1 -1.4755 -0.9045 -1.3310  0.149
S1 1.4369 1.6336 -0.6841  0.698
H1 0.4939 -0.3711 0.9586  -0.022

As for the molar mass: 87.1 g mol⁻¹. As for the charge: 0. Its spin multiplicity is 1. For the HOMO energy, the calculation gives -10.814 eV. Its orbital gap is 0.361 hartree.

(a) is the most stable structure shown above.